No. 1
Below is 2 unconnected molecules or ions with the total composition C2H5N3O3, with properties calculated with ωB97M-V/def2-TZVPD.

Geometry as XYZ:
```
13
Properties=species:S:1:pos:R:3:lowdin_charge:R:1
N 1.793 -0.342 -0.570 0.264
N 1.950 0.113 -1.567 -0.274
O 2.111 0.583 -2.602 0.132
C -1.697 -0.857 -0.385 -0.054
O -0.750 -0.643 0.649 -0.062
C -0.115 0.550 0.662 -0.722
N 0.647 0.660 1.777 0.171
O -0.274 1.425 -0.153 0.056
H -2.697 -0.891 0.053 0.092
H -1.469 -1.810 -0.861 0.090
H -1.644 -0.044 -1.112 0.088
H 1.286 1.434 1.820 0.112
H 0.860 -0.178 2.289 0.107
```

Calculated values
**Strongest force on any atom**: 2.890 eV Å⁻¹
**2S+1**: 1
**Lowest unoccupied orbital energy**: 0.9 eV
**SMILES**: N#[N+][O-].COC(N)=O
**Kohn-Sham gap**: 0.4192 Ha

***

No. 2
Below is 3 unconnected molecules or ions with the total composition C2H5N3O3, with properties calculated with ωB97M-V/def2-TZVPD.

Geometry as XYZ:
```
13
Properties=species:S:1:pos:R:3:lowdin_charge:R:1
C 0.965 1.038 -0.003 -0.508
C -2.298 -0.276 -0.121 -0.256
H 1.451 -2.226 -0.941 0.188
H 0.381 -1.460 1.168 0.276
H 2.848 0.095 -0.382 0.194
H -0.902 1.908 0.186 0.200
H -2.824 -1.181 -0.417 0.142
N 1.564 -1.368 0.248 -0.132
N 1.775 -0.073 -0.220 -0.127
N -0.430 0.942 0.353 0.049
O 1.343 2.209 0.011 0.024
O -0.931 -0.366 0.174 -0.116
O -2.940 0.756 -0.056 0.066
```

Calculated values
**Strongest force on any atom**: 5.730 eV Å⁻¹
**2S+1**: 1
**Lowest unoccupied orbital energy**: -0.3 eV
**Kohn-Sham gap**: 0.3177 Ha

***

No. 3
Below is a single C2H5N3O3 molecule, with properties calculated with ωB97M-V/def2-TZVPD.

Geometry as XYZ:
```
13
Properties=species:S:1:pos:R:3:lowdin_charge:R:1
O -1.834 -0.439 -1.034 -0.125
N -1.546 -1.138 0.166 0.024
C -1.099 -0.348 1.036 -0.241
O -0.676 0.962 0.955 -0.069
N -0.143 1.435 -0.328 0.028
C 1.049 0.716 -0.593 -0.219
N 1.567 0.026 0.329 0.011
O 2.631 -0.898 -0.205 -0.142
H -2.447 -1.080 -1.533 0.143
H -0.974 -0.837 2.028 0.144
H -0.741 1.154 -1.178 0.134
H 1.358 0.511 -1.643 0.151
H 2.980 -1.208 0.775 0.161
```

Calculated values
**Strongest force on any atom**: 4.667 eV Å⁻¹
**2S+1**: 1
**Lowest unoccupied orbital energy**: 0.6 eV
**SMILES**: O/N=C\ON/C=N/O
**Kohn-Sham gap**: 0.3694 Ha

***

No. 4
Below is a single C2H5N3OS molecule, with properties calculated with ωB97M-V/def2-TZVPD.

Geometry as XYZ:
```
12
Properties=species:S:1:pos:R:3:lowdin_charge:R:1
C 0.977 -2.062 1.150 0.004
N 0.398 -1.705 0.071 -0.014
O 0.152 -0.335 0.051 -0.150
C -0.557 0.120 -1.038 -0.926
S -1.312 -0.820 -2.135 0.649
N -0.617 1.430 -0.968 -0.099
N -0.214 2.196 0.117 0.042
H 1.109 -1.374 2.008 0.091
H 1.148 -3.132 1.297 0.081
H -1.106 1.903 -1.686 0.120
H -0.785 1.796 0.859 0.088
H 0.807 1.983 0.273 0.114
```

Calculated values
**Strongest force on any atom**: 1.985 eV Å⁻¹
**2S+1**: 1
**Lowest unoccupied orbital energy**: 0.7 eV
**SMILES**: C=NOC(=S)NN
**Kohn-Sham gap**: 0.3369 Ha

***

No. 5
Below is a molecular structure, C2H5N3OS, with properties calculated with ωB97M-V/def2-TZVPD.

Geometry as XYZ:
```
12
Properties=species:S:1:pos:R:3:lowdin_charge:R:1
C 1.871 -0.315 0.004 -0.864
C -1.940 -0.627 -0.292 -0.384
H 3.295 1.477 0.273 0.245
H 1.413 1.974 -0.008 0.101
H -0.953 0.265 1.427 0.121
H -1.705 -1.348 -1.044 0.094
H -3.744 -0.434 -0.735 0.158
N 2.079 1.121 -0.048 -0.003
N -0.751 0.014 0.376 -0.369
N -2.888 0.122 -0.054 0.055
O 2.814 -1.160 -0.377 -0.144
S 0.511 -1.090 0.479 0.991
```

Calculated values
**Strongest force on any atom**: 7.845 eV Å⁻¹
**2S+1**: 1
**Lowest unoccupied orbital energy**: 0.3 eV
**Kohn-Sham gap**: 0.3548 Ha

***

No. 6
Below is a single C2H5N3OS molecule, with properties calculated with ωB97M-V/def2-TZVPD.

Geometry as XYZ:
```
12
Properties=species:S:1:pos:R:3:lowdin_charge:R:1
C 2.702 0.201 0.000 -0.125
N 2.079 -0.897 -0.006 -0.373
S 0.401 -1.093 0.003 0.948
C -0.395 0.518 -0.007 -0.766
O 0.179 1.576 0.006 -0.002
N -1.754 0.399 -0.016 -0.102
N -2.481 -0.769 0.001 0.005
H 2.250 1.238 -0.054 0.083
H 3.769 0.175 0.011 0.057
H -2.265 1.261 0.060 0.142
H -2.292 -1.320 -0.813 0.067
H -2.192 -1.289 0.815 0.065
```

Calculated values
**Strongest force on any atom**: 2.131 eV Å⁻¹
**2S+1**: 1
**Lowest unoccupied orbital energy**: 0.7 eV
**SMILES**: C=NSC(=O)NN
**Kohn-Sham gap**: 0.3763 Ha

***

No. 7
Below is a single C2H5N3OS molecule, with properties calculated with ωB97M-V/def2-TZVPD.

Geometry as XYZ:
```
12
Properties=species:S:1:pos:R:3:lowdin_charge:R:1
H 2.646 -1.476 -0.083 0.063
N 2.574 -0.422 -0.262 0.056
C 1.371 -0.061 -0.077 -0.832
N 0.921 1.214 0.121 0.041
S -0.004 -1.284 -0.118 0.902
C -1.300 -0.417 0.879 -0.449
N -2.409 0.009 0.404 -0.098
O -2.609 0.023 -0.916 -0.082
H 1.705 1.921 -0.070 0.140
H 0.087 1.314 -0.514 0.098
H -1.212 -0.488 2.001 0.096
H -1.770 -0.332 -1.366 0.065
```

Calculated values
**Strongest force on any atom**: 2.405 eV Å⁻¹
**2S+1**: 1
**Lowest unoccupied orbital energy**: 0.4 eV
**SMILES**: [H]/N=C(/N)S/C=N\O
**Kohn-Sham gap**: 0.3807 Ha

***

No. 8
Below is a single C2H5N3OS2 molecule, with properties calculated with ωB97M-V/def2-TZVPD.

Geometry as XYZ:
```
13
Properties=species:S:1:pos:R:3:lowdin_charge:R:1
N -2.194 -1.817 0.577 -0.005
N -1.866 -0.540 0.058 -0.014
C -0.606 -0.290 0.041 -0.447
N 0.360 -1.185 0.436 -0.345
S 1.782 -0.718 1.275 0.757
C -0.286 1.039 -0.611 -0.838
O -1.322 1.851 -0.614 0.014
S 1.130 1.422 -1.307 0.734
H -3.210 -1.813 0.699 0.084
H -2.021 -2.522 -0.158 0.100
H -0.042 -1.983 0.861 0.038
H 2.587 -0.801 0.244 -0.166
H -2.083 1.350 -0.294 0.088
```

Calculated values
**Strongest force on any atom**: 1.077 eV Å⁻¹
**2S+1**: 1
**Lowest unoccupied orbital energy**: -0.2 eV
**SMILES**: N/N=C(\NS)C(O)=S
**Kohn-Sham gap**: 0.3110 Ha